ORCA calculation (the ωB97M-V functional and the def2-TZVPD basis) on a molecular structure, C14H14BaIN5 in a non-equilibrium geometry.

Last column: Löwdin charge in e.
Positions of all 35 atoms, in Å:
C1 3.356 1.521 0.035  -0.32
C2 -4.065 -0.058 -2.158  -0.05
C3 0.391 -3.720 -2.237  -0.04
H1 0.315 -4.709 -2.685  0.11
C4 -2.581 1.424 -0.995  -0.15
N1 -0.318 -0.031 4.526  0.06
H2 -4.637 1.907 -1.390  0.11
C5 -1.746 -0.620 -1.690  -0.21
N2 -1.554 0.576 -1.088  0.00
N3 0.921 0.529 2.482  -0.11
H3 3.451 3.757 0.925  0.06
C6 1.592 -2.008 -1.041  -0.13
H4 -1.623 -3.124 -2.782  0.10
H5 -3.112 -1.916 -2.736  0.10
H6 2.013 3.070 1.676  0.01
H7 -2.363 2.372 -0.480  -0.04
H8 3.208 0.645 0.704  0.02
C7 -0.593 -1.564 -1.710  -0.20
I1 -0.888 4.294 0.789  -0.17
C8 0.046 -0.627 5.625  -0.43
C9 -3.857 1.163 -1.508  -0.03
N4 0.555 -1.153 -1.117  0.01
C10 1.556 -3.300 -1.589  -0.05
H9 -5.032 -0.313 -2.585  0.11
H10 2.487 -1.648 -0.520  0.10
N5 0.259 -1.150 6.658  0.07
C11 -0.694 -2.843 -2.296  0.00
Ba1 1.014 1.553 0.085  1.67
C12 2.554 3.189 0.711  -0.35
H11 3.177 1.319 -1.046  0.03
C13 0.387 0.230 3.492  -0.40
H12 4.397 1.809 0.125  0.05
C14 -3.000 -0.954 -2.248  -0.01
H13 2.428 -3.942 -1.501  0.11
H14 1.985 3.769 -0.049  -0.03

2S+1: 1
Energy relative to the best compared isomer or geometry (same formula, charge and spin), kJ/mol: 0.0


ORCA calculation (the ωB97M-V functional and the def2-TZVPD basis) on 11 unconnected molecules or ions with the total composition C25H74NO11S10 in a non-equilibrium geometry.

Last column: Löwdin charge in e.
Positions of all 121 atoms, in Å:
H1 56.160 -34.252 6.579  0.06
C1 53.881 -32.282 -6.688  -0.29
H2 55.148 -37.033 -4.264  0.08
S1 53.949 -36.531 1.890  0.81
C2 50.318 -28.698 -0.529  -0.26
C3 52.257 -35.897 -6.283  -0.26
H3 49.897 -35.418 4.578  -0.07
H4 52.760 -32.101 -3.074  0.13
H5 54.445 -33.497 5.133  0.08
H6 55.134 -32.329 1.512  0.14
H7 51.069 -35.506 -6.283  0.16
H8 51.129 -38.002 -0.705  0.10
H9 55.162 -38.603 2.189  0.09
H10 47.967 -30.823 -2.603  0.06
H11 59.309 -30.572 -1.484  -0.05
C4 55.329 -30.834 5.783  -0.30
H12 46.867 -30.151 -4.135  0.18
H13 57.017 -35.935 6.584  0.12
O1 56.115 -31.474 -7.877  -0.57
N1 53.756 -32.439 -1.074  -0.30
H14 50.027 -39.136 -1.692  0.08
C5 55.176 -33.307 0.925  -0.33
O2 52.560 -36.023 -3.647  -0.56
H15 55.037 -37.729 3.797  0.07
H16 57.785 -34.487 6.938  -0.05
H17 49.121 -34.667 -0.335  0.03
C6 49.429 -34.974 3.966  -0.21
H18 50.702 -35.448 0.303  0.10
H19 49.856 -28.598 -1.523  0.04
O3 50.201 -29.988 1.592  -0.55
C7 54.830 -33.368 -0.573  -0.07
O4 50.390 -31.033 -3.300  -0.59
H20 54.703 -35.411 -4.870  0.05
C8 53.712 -32.472 -2.545  -0.05
H21 54.580 -32.115 -3.097  0.10
H22 48.949 -36.171 0.725  0.09
H23 48.369 -34.005 1.680  -0.01
C9 61.966 -30.774 -0.344  -0.37
H24 47.194 -29.190 1.260  0.08
H25 52.878 -35.114 -6.232  -0.06
H26 58.622 -32.259 -1.579  0.15
H27 52.338 -32.697 0.447  0.08
C10 47.971 -30.125 -3.443  -0.28
C11 52.490 -37.599 2.152  -0.23
H28 48.527 -34.788 4.517  0.09
S2 49.589 -30.037 -4.167  0.86
H29 54.367 -33.707 1.363  0.04
C12 48.926 -33.234 2.031  -0.24
O5 54.223 -36.553 0.430  -0.52
O6 61.009 -33.203 -0.402  -0.60
C13 55.079 -37.608 2.723  -0.27
H30 51.563 -37.471 1.580  0.04
H31 48.310 -32.501 2.600  0.07
C14 59.370 -31.412 -1.034  -0.26
O7 51.296 -34.399 2.216  -0.59
H32 51.526 -32.152 -0.912  0.09
S3 49.330 -29.824 0.392  0.75
H33 56.119 -31.683 5.595  0.07
H34 55.504 -30.245 4.853  0.06
H35 61.872 -29.620 -0.758  0.11
H36 56.356 -34.518 2.220  0.09
C15 49.189 -30.962 -5.687  -0.24
H37 48.489 -30.470 -6.309  0.04
S4 50.330 -33.678 3.153  0.90
O8 53.595 -32.003 7.345  -0.57
H38 52.913 -29.923 -7.939  0.07
H39 49.017 -31.938 -5.413  0.03
H40 63.195 -30.845 -0.322  0.12
S5 57.574 -34.136 4.777  0.93
H41 49.289 -35.687 3.250  0.03
H42 55.959 -37.286 2.258  0.02
C16 48.039 -28.705 0.727  -0.28
C17 54.063 -31.046 -0.675  0.03
O9 48.208 -36.739 -2.300  -0.59
H43 59.984 -34.870 5.216  0.13
H44 54.401 -32.032 -5.722  0.06
C18 52.333 -32.816 -0.634  0.04
H45 52.561 -36.297 -7.160  0.02
H46 52.599 -32.077 -6.868  0.14
H47 52.387 -37.845 3.270  0.10
H48 51.287 -29.198 -0.711  0.05
S6 53.661 -31.315 5.998  0.83
C19 49.544 -35.694 -0.202  -0.31
H49 54.105 -30.686 0.174  0.02
H50 54.617 -34.373 -0.957  0.13
H51 52.651 -33.131 4.913  -0.03
O10 56.231 -34.102 1.211  -0.11
S7 54.621 -31.469 -8.151  0.82
C20 57.108 -34.807 6.372  -0.24
H52 55.661 -30.311 6.652  0.04
H53 49.305 -38.366 -0.015  0.10
H54 49.452 -32.729 1.104  0.07
H55 54.245 -29.627 -6.767  -0.02
H56 58.767 -36.330 4.594  0.13
H57 53.616 -33.422 -3.021  0.08
S8 61.067 -31.911 -1.295  0.83
H58 49.968 -30.687 -6.428  0.05
H59 47.690 -28.302 -0.174  0.02
H60 51.993 -33.916 -0.771  0.14
H61 59.048 -31.288 -0.085  0.01
H62 54.150 -33.320 -6.865  0.00
C21 49.966 -38.237 -1.005  -0.36
H63 50.451 -27.846 0.140  0.07
C22 58.985 -35.151 4.658  -0.31
H64 54.483 -29.009 -8.319  0.08
O11 56.496 -34.635 3.742  -0.55
H65 55.124 -37.016 -5.845  0.04
H66 55.823 -33.137 -1.127  0.16
H67 61.595 -30.711 0.719  0.06
H68 59.297 -35.211 3.712  -0.02
S9 52.860 -36.761 -4.880  0.78
C23 54.610 -36.476 -5.097  -0.25
S10 49.675 -36.730 -1.700  0.78
H69 52.800 -38.487 2.007  -0.05
C24 53.583 -32.753 4.920  -0.24
H70 53.697 -32.155 4.010  0.04
H71 47.811 -29.365 -2.921  -0.09
C25 54.019 -29.827 -7.706  -0.27
H72 53.496 -30.565 -1.362  0.06
H73 48.501 -27.737 1.076  0.09
H74 55.067 -30.757 -1.242  0.17

2S+1: 1
Energy relative to the best compared isomer or geometry (same formula, charge and spin), kJ/mol: 424.9
Net charge: +1


ORCA calculation (the ωB97M-V functional and the def2-TZVPD basis) on 8 unconnected molecules or ions with the total composition C32H45NO18S in a non-equilibrium geometry.

Last column: Löwdin charge in e.
Positions of all 97 atoms, in Å:
H1 0.308 -3.006 -3.486  0.10
C1 0.555 -0.649 -0.735  -0.14
H2 4.219 4.552 -3.909  0.13
C2 -1.599 -4.685 -1.291  0.01
H3 -2.923 2.781 1.963  0.11
C3 -2.693 -3.830 -1.259  -0.15
O1 2.558 -0.059 -1.846  -0.18
H4 -3.658 -2.100 -2.119  0.12
C4 2.343 -3.845 1.933  -0.04
O2 2.247 3.225 1.799  0.02
C5 -0.562 -3.192 -2.868  -0.06
C6 3.430 3.596 2.318  -0.49
H5 2.966 5.608 -4.718  0.13
O3 2.798 -2.356 -2.739  -0.23
H6 4.124 1.086 0.653  0.10
C7 -1.738 -2.433 -2.925  -0.07
C8 -1.398 -2.371 1.761  -0.06
H7 4.472 2.058 3.522  0.12
C9 -0.500 -4.345 -2.096  -0.04
O4 -3.290 0.206 -0.480  0.01
C10 -4.287 1.712 -1.966  -0.05
C11 -4.564 0.517 0.097  -0.14
H8 4.437 -3.730 1.341  0.11
H9 1.023 1.308 -1.791  0.12
O5 3.627 4.716 2.678  0.12
H10 -3.645 5.380 0.323  0.12
C12 -1.422 3.511 0.560  -0.49
C13 3.220 4.982 -3.860  -0.07
C14 -0.306 -1.877 2.700  -0.49
C15 -5.371 1.186 -1.015  -0.13
H11 1.770 1.771 0.526  0.09
H12 4.186 -5.016 2.343  0.11
H13 1.667 1.373 2.310  0.12
H14 -1.681 -5.598 -0.718  0.12
N1 -3.847 -4.198 -0.434  -0.35
H15 2.244 -2.934 1.339  0.10
O6 3.593 7.191 -2.842  0.13
H16 2.296 3.027 -3.652  0.11
O7 1.434 -1.793 -0.682  -0.21
O8 -4.860 -3.545 -0.581  0.07
H17 -1.755 -1.645 -3.665  0.11
C16 -1.336 -3.530 3.891  -0.13
H18 3.326 3.499 -1.518  0.13
C17 1.332 -4.793 1.244  -0.44
C18 -2.757 -2.693 -2.052  -0.02
H19 -6.019 1.971 -0.633  0.11
H20 -1.034 -2.946 0.914  0.10
O9 1.990 -5.519 0.314  0.00
H21 1.600 3.809 -1.189  0.11
C19 2.181 4.048 -3.281  -0.16
O10 3.927 -1.766 -0.623  -0.23
H22 -1.598 5.449 2.553  0.12
H23 -0.473 -0.811 -1.063  0.10
H24 3.801 -6.378 0.306  0.13
C20 -2.634 5.485 0.729  -0.13
H25 -2.437 -4.229 2.216  0.09
O11 -2.011 0.844 -2.174  0.11
O12 -0.374 -2.469 3.893  0.04
C21 -2.455 4.921 2.131  -0.14
C22 2.239 1.838 1.505  -0.17
H26 0.688 0.065 -2.777  0.13
H27 -5.015 -0.397 0.476  0.13
O13 -3.743 -5.114 0.349  0.08
C23 4.354 2.364 2.488  -0.04
O14 -0.683 2.714 0.053  0.11
H28 -4.387 1.184 0.944  0.11
H29 2.224 -3.725 3.002  0.13
H30 -1.351 3.142 2.670  0.13
H31 -3.305 4.962 2.811  0.12
H32 3.607 -4.844 -0.630  0.12
H33 0.369 -4.974 -1.959  0.11
H34 -5.964 0.435 -1.537  0.12
O15 0.189 -5.054 1.480  0.12
O16 2.912 5.474 -1.605  0.03
C24 2.461 4.115 -1.779  -0.14
H35 -1.920 -1.473 1.430  0.12
H36 -4.067 2.765 -1.793  0.13
O17 -1.790 4.631 -0.070  0.03
C25 3.657 1.255 1.621  -0.12
C26 3.409 -5.363 0.313  -0.13
H37 -1.876 -3.595 4.828  0.12
C27 -3.086 0.838 -1.639  -0.49
H38 1.152 4.347 -3.484  0.12
H39 3.618 0.306 2.148  0.11
C28 -2.071 3.460 1.919  -0.06
H40 5.308 2.682 2.073  0.12
H41 -4.571 1.598 -3.010  0.13
H42 -3.221 -2.868 2.985  0.11
H43 -2.300 6.509 0.593  0.13
O18 0.433 -0.967 2.449  0.10
C29 3.673 -4.489 1.533  -0.15
C30 -2.254 -3.253 2.665  -0.14
S1 2.814 -1.621 -1.516  0.64
C31 1.199 0.229 -1.815  -0.21
C32 3.250 6.052 -2.774  -0.51
H44 -0.843 -4.471 3.648  0.11
H45 0.444 -0.225 0.261  0.10

2S+1: 1
SMILES: O=[N+]([O-])c1ccccc1.O=S1(=O)OCCO1.O=C1CCCO1.O=C1CCCO1.O=C1CCCO1.O=C1CCCO1.O=C1CCCO1.O=C1CCCO1


ORCA calculation (the ωB97M-V functional and the def2-TZVPD basis) on 2 unconnected molecules or ions with the total composition C4H10N2O3 in a non-equilibrium geometry.

Last column: Löwdin charge in e.
Positions of all 19 atoms, in Å:
H1 2.495 -1.273 -0.560  0.09
O1 0.558 0.945 -1.301  0.04
H2 -3.595 -2.158 0.682  0.12
C1 -2.181 -1.071 0.006  -0.66
H3 -0.467 2.022 0.789  0.07
H4 1.423 -0.024 1.683  0.12
H5 -2.488 -0.312 -1.870  0.11
C2 1.154 0.829 1.055  -0.22
H6 1.915 1.601 1.229  0.12
C3 2.584 -0.220 -0.822  -0.02
N1 -0.130 1.339 1.461  0.01
C4 1.291 0.461 -0.468  -0.40
H7 -1.192 0.443 -1.028  0.06
H8 3.414 0.211 -0.270  0.08
H9 2.788 -0.130 -1.887  0.08
H10 -0.787 0.565 1.529  0.04
O2 -3.459 -1.526 -0.037  0.09
O3 -1.397 -1.450 0.846  0.06
N2 -1.928 -0.251 -1.037  0.19

2S+1: 1
Energy relative to the best compared isomer or geometry (same formula, charge and spin), kJ/mol: 15.8
SMILES: CC(=O)CN.NC(=O)O


ORCA calculation (the ωB97M-V functional and the def2-TZVPD basis) on a gas-phase ion, C4H8NO (charge +1) in a non-equilibrium geometry.

Last column: Löwdin charge in e.
Positions of all 14 atoms, in Å:
H1 -2.367 1.768 0.388  0.14
C1 1.099 -1.229 0.498  -0.05
H2 -0.643 -1.288 -0.844  0.13
H3 -1.800 1.737 -1.064  0.11
N1 -0.716 0.428 0.248  0.05
O1 1.839 1.047 0.221  0.01
C2 -0.275 -0.748 -0.050  0.02
H4 -2.614 0.202 -0.661  0.11
C3 2.005 -0.174 -0.101  -0.14
H5 1.409 -2.284 0.378  0.14
H6 0.150 0.938 0.600  0.16
C4 -1.937 0.963 -0.299  -0.01
H7 2.760 -0.268 -0.962  0.17
H8 1.091 -1.091 1.649  0.18

2S+1: 1
Energy relative to the best compared isomer or geometry (same formula, charge and spin), kJ/mol: 178.3
Net charge: +1
SMILES: C/[NH+]=C/CC=O


Number 1: LUMO -0.996 eV, HOMO -7.926 eV, frontier orbital gap 6.930 eV. Number 2: LUMO -1.761 eV, HOMO -10.095 eV, frontier orbital gap 8.334 eV. Number 3: LUMO -0.494 eV, HOMO -9.892 eV, frontier orbital gap 9.398 eV. Number 4: LUMO 0.736 eV, HOMO -9.136 eV, frontier orbital gap 9.872 eV. Number 5: LUMO -5.661 eV, HOMO -15.279 eV, frontier orbital gap 9.618 eV.